C58H60LuNO7P | ωB97M-V with the def2-TZVPD basis set

Results
Kohn-Sham gap   7.6 eV
Maximum force   0.0181 hartree/bohr
Net charge   -1
Lowest unoccupied orbital energy   2.50 eV
Energy   -4404.64714 a.u.
HOMO level   -5.1 eV

Each line ends with the Löwdin charge.
Geometry (Å):
Lu (-0.3625, 0.4523, 0.0443)  1.684
C (5.3420, -3.3520, 1.6807)  0.018
C (4.1073, -3.6710, 0.8443)  -0.582
C (4.1531, -5.0806, 0.2678)  0.018
O (2.9427, -3.5493, 1.6362)  -0.009
C (2.2586, -2.3529, 1.2781)  -0.155
C (2.7061, -2.1317, -0.1704)  -0.158
O (4.0024, -2.7229, -0.1993)  -0.010
C (2.7373, -0.6603, -0.6627)  -0.410
O (1.4454, -0.1985, -0.7720)  -0.319
C (3.6007, 0.1525, 0.3189)  -0.139
C (3.0092, 1.0645, 1.1804)  -0.031
C (3.7684, 1.8055, 2.0741)  -0.075
C (5.1423, 1.6314, 2.1253)  -0.102
C (5.7448, 0.7153, 1.2737)  -0.085
C (4.9838, -0.0158, 0.3742)  -0.037
C (3.3538, -0.5909, -2.0741)  -0.121
C (3.9112, 0.6065, -2.5240)  -0.029
C (4.3575, 0.7454, -3.8284)  -0.091
C (4.2470, -0.3108, -4.7218)  -0.110
C (3.6810, -1.5006, -4.2911)  -0.090
C (3.2350, -1.6357, -2.9835)  -0.017
C (0.7356, -2.5156, 1.5332)  -0.393
O (0.1381, -1.2535, 1.5000)  -0.316
C (0.2013, -3.4887, 0.4728)  -0.150
C (0.4217, -4.8616, 0.5718)  -0.040
C (-0.0409, -5.7220, -0.4134)  -0.085
C (-0.7182, -5.2255, -1.5190)  -0.099
C (-0.9092, -3.8575, -1.6423)  -0.064
C (-0.4454, -3.0050, -0.6534)  -0.049
C (0.5076, -3.0741, 2.9511)  -0.136
C (-0.6501, -3.7875, 3.2582)  -0.035
C (-0.9613, -4.1216, 4.5674)  -0.084
C (-0.1186, -3.7490, 5.6033)  -0.104
C (1.0367, -3.0415, 5.3109)  -0.081
C (1.3410, -2.7043, 4.0016)  -0.017
H (5.4242, -4.0708, 2.4960)  0.087
H (5.2418, -2.3481, 2.0943)  0.082
H (6.2359, -3.3904, 1.0571)  0.089
H (4.1691, -5.8094, 1.0787)  0.088
H (5.0400, -5.1965, -0.3553)  0.086
H (3.2628, -5.2427, -0.3409)  0.083
H (2.6051, -1.5154, 1.8939)  0.149
H (2.0460, -2.6778, -0.8463)  0.138
H (1.9380, 1.1807, 1.1295)  0.055
H (3.2918, 2.5288, 2.7267)  0.098
H (5.7412, 2.2089, 2.8189)  0.093
H (6.8192, 0.5756, 1.3070)  0.098
H (5.4620, -0.7177, -0.2938)  0.121
H (3.9850, 1.4481, -1.8472)  0.124
H (4.7870, 1.6864, -4.1514)  0.098
H (4.5924, -0.2053, -5.7431)  0.092
H (3.5795, -2.3310, -4.9803)  0.096
H (2.7935, -2.5769, -2.6789)  0.113
H (0.9572, -5.2534, 1.4262)  0.121
H (0.1270, -6.7884, -0.3155)  0.097
H (-1.0871, -5.9012, -2.2812)  0.093
H (-1.4090, -3.4462, -2.5104)  0.097
H (-0.5561, -1.9395, -0.7628)  0.051
H (-1.3288, -4.0786, 2.4682)  0.112
H (-1.8712, -4.6723, 4.7761)  0.097
H (-0.3664, -3.9976, 6.6280)  0.093
H (1.7018, -2.7393, 6.1111)  0.097
H (2.2414, -2.1368, 3.8001)  0.116
C (-7.2277, 4.0831, -1.7282)  -0.106
C (-6.3359, 3.4568, -2.5881)  -0.096
C (-5.1478, 2.9430, -2.0938)  -0.111
C (-4.8337, 3.0308, -0.7355)  -0.360
C (-5.7315, 3.6699, 0.1148)  -0.081
C (-6.9196, 4.1907, -0.3799)  -0.093
P (-3.2458, 2.2387, -0.2356)  1.108
C (-3.0461, 2.9060, 1.4670)  -0.380
C (-3.5921, 2.3197, 2.6060)  -0.097
C (-3.3986, 2.8948, 3.8531)  -0.088
C (-2.6594, 4.0640, 3.9742)  -0.099
C (-2.1203, 4.6597, 2.8439)  -0.089
C (-2.3103, 4.0821, 1.5983)  -0.104
C (-3.7822, 0.5255, 0.1306)  -0.458
C (-5.0936, 0.0660, 0.0341)  -0.108
C (-5.3739, -1.2584, 0.3461)  -0.112
C (-4.3457, -2.0826, 0.7785)  -0.103
C (-3.0458, -1.5960, 0.8664)  -0.153
C (-2.6816, -0.2841, 0.5127)  -0.271
H (-8.1564, 4.4905, -2.1087)  0.094
H (-6.5664, 3.3774, -3.6438)  0.098
H (-4.4429, 2.4598, -2.7631)  0.093
H (-5.5032, 3.7560, 1.1697)  0.099
H (-7.6123, 4.6808, 0.2940)  0.097
H (-4.1562, 1.3984, 2.5192)  0.106
H (-3.8275, 2.4313, 4.7334)  0.100
H (-2.4949, 4.5021, 4.9515)  0.095
H (-1.5307, 5.5644, 2.9363)  0.099
H (-1.8765, 4.5334, 0.7131)  0.101
H (-5.8929, 0.7314, -0.2722)  0.093
H (-6.3861, -1.6378, 0.2612)  0.091
H (-4.5561, -3.1158, 1.0348)  0.094
H (-2.2744, -2.2777, 1.2118)  0.067
O (-0.1678, 1.6580, 2.3671)  -0.120
H (0.5926, 1.9638, 2.8664)  0.054
H (-0.6070, 0.9570, 2.9354)  0.005
O (-1.1802, -0.3884, 3.5935)  -0.086
H (-2.0928, -0.5645, 3.3318)  0.045
H (-0.6269, -0.8610, 2.8751)  0.021
O (-1.8358, -0.6566, -2.2125)  -0.076
H (-2.7433, -0.8052, -1.9196)  0.054
H (-1.8508, -0.3384, -3.1256)  0.053
C (-0.3756, 2.5990, -5.3595)  -0.126
N (-0.7152, 1.7225, -4.2560)  -0.256
C (0.4304, 0.8918, -3.9172)  -0.100
C (-1.2781, 2.4403, -3.0981)  -0.218
C (-0.3322, 3.2111, -2.1913)  -0.278
C (0.0687, 4.4782, -2.6122)  -0.078
C (0.8934, 5.2684, -1.8255)  -0.118
C (1.2816, 4.7877, -0.5862)  -0.122
C (0.8450, 3.5381, -0.1630)  -0.174
C (0.0346, 2.6778, -0.9306)  -0.198
H (-0.0995, 1.9874, -6.2221)  0.077
H (0.4727, 3.2649, -5.1367)  0.078
H (-1.2408, 3.2086, -5.6295)  0.079
H (0.6465, 0.2174, -4.7495)  0.088
H (0.2323, 0.2967, -3.0317)  0.050
H (1.3320, 1.4830, -3.7127)  0.089
H (-1.7910, 1.7082, -2.4767)  0.030
H (-2.0351, 3.1216, -3.5011)  0.110
H (-0.2883, 4.8664, -3.5619)  0.096
H (1.2079, 6.2489, -2.1647)  0.087
H (1.9136, 5.3914, 0.0580)  0.089
H (1.1483, 3.2359, 0.8372)  0.056